Version one
C25H28BN8OS2W | ωB97M-V/def2-TZVPD

Each line ends with the Mulliken charge.
Geometry (Å):
W (0.02, -0.79, -0.18)  1.4189
C (-2.30, 0.47, 1.12)  -1.5476
N (-1.89, 0.57, -0.49)  0.7357
C (-1.28, 2.09, -0.31)  -1.4223
C (0.36, 2.24, -0.58)  -0.3002
N (0.77, 1.19, -1.62)  0.8398
C (0.12, 1.43, -2.92)  -1.5367
C (2.26, 1.30, -1.78)  0.0253
C (2.81, 2.59, -1.89)  -0.3897
C (4.18, 2.73, -2.10)  -0.9234
C (5.00, 1.61, -2.03)  -0.6049
C (4.41, 0.36, -1.88)  -0.6638
C (3.03, 0.17, -2.00)  0.2697
S (0.97, -2.24, -2.12)  -0.3470
C (-3.20, 0.41, -1.09)  -1.0515
C (-4.38, 1.02, -0.71)  -0.2846
C (-5.53, 0.72, -1.43)  -0.9496
C (-5.49, -0.26, -2.42)  -0.4419
C (-4.33, -0.96, -2.69)  -0.8449
C (-3.12, -0.56, -2.11)  1.0494
S (-1.50, -1.16, -2.42)  -0.2624
H (-3.11, 1.14, 1.41)  0.5325
H (-1.66, 0.61, 1.95)  0.5039
H (-2.64, -0.49, 1.53)  0.4233
H (-1.42, 2.55, 0.63)  0.6763
H (-1.81, 2.71, -1.03)  0.5373
H (0.96, 2.12, 0.60)  0.6695
H (0.62, 3.28, -0.81)  0.4352
H (0.47, 2.40, -3.30)  0.4264
H (-0.95, 1.46, -2.81)  0.4061
H (0.44, 0.62, -3.58)  0.3369
H (2.18, 3.47, -1.94)  0.2718
H (4.59, 3.71, -2.32)  0.3620
H (6.06, 1.70, -2.25)  0.3284
H (5.06, -0.52, -1.92)  0.2928
H (-4.41, 1.76, 0.08)  0.3955
H (-6.44, 1.28, -1.26)  0.3697
H (-6.36, -0.42, -3.04)  0.3484
H (-4.28, -1.67, -3.51)  0.4082
C (3.84, -2.81, 0.38)  -1.4310
C (2.82, -2.35, -0.45)  -0.0765
N (1.78, -1.94, 0.23)  -0.1197
N (2.10, -2.10, 1.54)  0.1943
C (3.33, -2.63, 1.65)  -0.1131
B (1.12, -1.73, 2.66)  0.1207
N (0.86, -0.19, 2.75)  -0.4338
C (1.16, 0.59, 3.82)  -0.5141
C (0.71, 1.87, 3.61)  -1.1350
C (0.11, 1.94, 2.38)  -0.2490
N (0.20, 0.48, 1.74)  0.7612
N (-0.23, -2.46, 2.30)  0.2566
C (-0.93, -3.36, 2.99)  -0.1570
C (-2.06, -3.71, 2.26)  -1.1573
C (-1.97, -2.95, 1.09)  -0.0602
N (-0.88, -2.19, 1.12)  -0.2774
H (4.80, -3.21, 0.10)  0.4126
H (2.85, -2.31, -1.53)  0.6169
H (3.77, -2.84, 2.61)  0.4278
H (1.57, -2.08, 3.72)  -0.1831
H (1.65, 0.19, 4.68)  0.4117
H (0.81, 2.69, 4.31)  0.4440
H (-0.35, 2.81, 1.97)  0.3393
H (-0.61, -3.72, 3.95)  0.4384
H (-2.82, -4.41, 2.52)  0.4173
H (-2.65, -2.92, 0.25)  0.5626
O (0.87, 0.72, 0.56)  -0.9884

**Kohn-Sham gap (spin up / spin down)**: 5.467 / 5.049 eV
**HOMO level (spin up / spin down)**: -2.94 / -2.55 eV
**LUMO (spin up / spin down)**: 2.53 / 2.50 eV
**Total charge**: -1
**Spin multiplicity**: 3
**⟨S²⟩**: 2.338

Version two
C25H28BN8OS2W | ωB97M-V/def2-TZVPD

Each line ends with the Mulliken charge.
Geometry (Å):
W (0.43, 0.56, -0.36)  2.4309
C (3.77, 0.57, -0.89)  -1.5847
N (2.73, 0.04, 0.03)  0.7987
C (2.62, -1.41, -0.10)  -0.9477
C (1.75, -1.90, -1.29)  -1.3297
N (0.29, -1.57, -1.30)  0.4318
C (-0.47, -0.35, -2.03)  -0.6206
C (-0.85, -2.59, -0.54)  0.8455
C (-1.25, -4.33, -1.12)  -1.2564
C (-1.82, -5.01, -0.06)  -0.1739
C (-2.11, -4.53, 1.21)  -0.8686
C (-1.66, -3.28, 1.64)  -0.4418
C (-0.98, -2.37, 0.87)  0.4000
S (-0.36, -0.91, 1.62)  -0.4380
C (3.15, 0.60, 1.31)  -0.0360
C (4.11, -0.05, 2.07)  -0.3708
C (4.62, 0.52, 3.23)  -0.9132
C (4.17, 1.78, 3.60)  -0.6266
C (3.24, 2.44, 2.82)  -0.5796
C (2.71, 1.88, 1.64)  0.4942
S (1.50, 2.78, 0.75)  -0.4270
H (4.73, 0.13, -0.58)  0.4082
H (3.78, 1.65, -0.83)  0.2878
H (3.57, 0.28, -1.92)  0.5261
H (2.19, -1.81, 0.83)  0.4779
H (3.63, -1.83, -0.21)  0.5607
H (1.78, -2.99, -1.26)  0.4656
H (2.19, -1.57, -2.23)  0.4011
H (-0.76, -0.48, -3.06)  0.2913
H (0.74, 0.90, -2.37)  -0.0260
H (-1.54, 0.47, -1.40)  -0.9724
H (-0.94, -4.88, -2.01)  0.2406
H (-2.07, -6.04, -0.27)  0.3357
H (-2.60, -5.18, 1.92)  0.3255
H (-1.83, -3.01, 2.68)  0.3562
H (4.46, -1.03, 1.75)  0.3579
H (5.35, -0.01, 3.82)  0.3910
H (4.54, 2.25, 4.50)  0.3688
H (2.89, 3.42, 3.11)  0.4231
C (-1.98, 2.26, 3.03)  -1.3317
C (-0.75, 1.89, 2.50)  -0.1645
N (-0.85, 1.65, 1.20)  0.3883
N (-2.15, 1.82, 0.87)  -0.2011
C (-2.84, 2.22, 1.96)  -0.1679
B (-2.79, 1.61, -0.51)  0.4101
N (-2.86, 0.10, -0.92)  -0.4386
C (-3.85, -0.88, -1.09)  -0.2428
C (-3.41, -2.13, -1.33)  -1.4623
C (-1.94, -2.17, -1.49)  -0.1242
N (-1.60, -0.73, -1.15)  1.0941
N (-2.03, 2.55, -1.54)  0.0568
C (-2.64, 3.50, -2.28)  -0.1843
C (-1.69, 4.11, -3.07)  -1.1732
C (-0.49, 3.44, -2.76)  -0.2541
N (-0.70, 2.52, -1.84)  0.1209
H (-2.20, 2.51, 4.06)  0.4060
H (0.19, 1.78, 3.02)  0.4747
H (-3.89, 2.43, 1.88)  0.4120
H (-3.93, 1.99, -0.46)  -0.2095
H (-4.87, -0.57, -0.96)  0.4684
H (-4.05, -2.98, -1.46)  0.4289
H (-1.02, -3.12, -1.92)  0.3126
H (-3.69, 3.68, -2.18)  0.4298
H (-1.84, 4.90, -3.78)  0.3868
H (0.51, 3.57, -3.14)  0.5001
O (1.68, 0.94, -2.20)  -0.9406

**Kohn-Sham gap (spin up / spin down)**: 5.393 / 5.425 eV
**HOMO level (spin up / spin down)**: -2.65 / -2.79 eV
**LUMO (spin up / spin down)**: 2.74 / 2.64 eV
**Total charge**: -1
**Spin multiplicity**: 3
**⟨S²⟩**: 2.024

Most stable pick: version one. Distance to second place: 59.4 kcal/mol.

Version one
C2H4S | ωB97M-V/def2-TZVPD

Each line ends with the Mulliken charge.
Geometry (Å):
C (-1.01, -0.82, -0.52)  -0.6231
C (0.94, 0.88, 0.61)  -0.5488
S (-0.35, 0.79, -0.50)  0.1267
H (-1.89, -1.11, -1.25)  0.2398
H (-0.39, -1.61, -0.26)  0.2924
H (1.54, 1.86, 0.64)  0.2395
H (1.17, 0.03, 1.27)  0.2736

**Kohn-Sham gap (spin up / spin down)**: 8.057 / 7.832 eV
**HOMO level (spin up / spin down)**: -7.91 / -7.76 eV
**LUMO (spin up / spin down)**: 0.15 / 0.07 eV

Version two
C2H4S | ωB97M-V/def2-TZVPD

Each line ends with the Mulliken charge.
Geometry (Å):
C (-0.02, 0.56, -0.38)  -0.3584
C (-0.11, -0.86, -0.06)  -0.3623
S (-1.57, 0.21, 0.22)  -0.0703
H (1.31, 1.81, 1.47)  -0.0011
H (0.26, 1.13, -1.24)  0.3145
H (-0.21, -1.60, -0.85)  0.2525
H (0.34, -1.23, 0.84)  0.2251

**Kohn-Sham gap (spin up / spin down)**: 7.671 / 9.525 eV
**HOMO level (spin up / spin down)**: -7.90 / -9.57 eV
**LUMO (spin up / spin down)**: -0.22 / -0.05 eV

Most stable pick: version one. Distance to second place: 47.0 kcal/mol.

Version one
C14H22N2O3 | ωB97M-V/def2-TZVPD

Each line ends with the Mulliken charge.
Geometry (Å):
C (-1.31, 2.23, -1.46)  -1.4216
C (-1.91, 1.18, -0.53)  0.2974
C (-1.77, -0.22, -1.14)  -1.0532
N (-1.27, 1.33, 0.77)  -0.3245
C (-1.80, 0.51, 1.83)  -0.7455
C (-1.22, 0.93, 3.19)  0.1138
O (-1.90, 0.31, 4.26)  -0.5781
C (0.27, 0.57, 3.36)  -0.6827
O (0.61, -0.69, 2.83)  -0.5189
C (1.11, -0.80, 1.56)  1.1435
C (0.93, -2.05, 0.95)  -0.6123
C (1.41, -2.29, -0.32)  -0.4659
C (2.09, -1.30, -1.02)  0.0249
C (2.56, -1.56, -2.43)  -1.4757
C (1.37, -1.43, -3.38)  0.5931
N (0.94, -0.16, -3.53)  -0.2995
O (0.85, -2.37, -3.93)  -0.6497
C (2.28, -0.07, -0.41)  -0.0910
C (1.80, 0.18, 0.87)  -0.8191
H (-1.41, 3.22, -1.02)  0.3794
H (-1.82, 2.22, -2.42)  0.4220
H (-0.26, 2.03, -1.62)  0.1777
H (-2.97, 1.40, -0.38)  0.3418
H (-2.26, -0.97, -0.52)  0.3298
H (-2.22, -0.25, -2.12)  0.4857
H (-0.72, -0.50, -1.22)  0.0291
H (-0.27, 1.15, 0.66)  0.3184
H (-2.88, 0.67, 1.86)  0.6278
H (-1.62, -0.57, 1.70)  0.1840
H (-1.30, 2.03, 3.28)  0.3342
H (-2.85, 0.43, 4.13)  0.3621
H (0.89, 1.37, 2.96)  0.2414
H (0.46, 0.49, 4.44)  0.3926
H (0.40, -2.81, 1.50)  0.4771
H (1.24, -3.25, -0.78)  0.4121
H (3.33, -0.85, -2.72)  0.3969
H (2.95, -2.58, -2.52)  0.3729
H (1.33, 0.60, -3.00)  0.2125
H (0.12, 0.02, -4.08)  0.2383
H (2.83, 0.71, -0.92)  0.4675
H (2.00, 1.15, 1.31)  0.3619

**Kohn-Sham gap**: 9.239 eV
**HOMO level**: -8.55 eV
**LUMO**: 0.69 eV
**SMILES**: CC(C)NC[C@@H](O)COc1ccc(CC(N)=O)cc1

Version two
C14H22N2O3 | ωB97M-V/def2-TZVPD

Each line ends with the Mulliken charge.
Geometry (Å):
C (-5.53, -1.70, -3.98)  -1.3151
C (-4.74, -0.95, -2.93)  0.8027
O (-5.02, 0.18, -2.59)  -0.6182
N (-3.71, -1.68, -2.43)  -0.1628
C (-2.77, -1.34, -1.45)  0.7745
C (-2.76, -0.11, -0.80)  -0.7667
C (-1.80, 0.17, 0.16)  -0.1962
C (-0.85, -0.78, 0.50)  0.4771
O (0.13, -0.63, 1.44)  -0.4948
C (0.18, 0.54, 2.24)  -1.0444
C (0.82, 1.77, 1.57)  0.4425
O (-0.22, 2.64, 1.17)  -0.5273
C (1.72, 1.40, 0.36)  -1.3618
N (2.75, 0.42, 0.61)  -0.3250
C (3.76, 0.73, 1.62)  0.9264
C (4.61, 1.92, 1.17)  -1.5979
C (4.63, -0.51, 1.79)  -1.5829
C (-0.86, -2.02, -0.15)  -0.8152
C (-1.81, -2.29, -1.11)  -0.6339
H (-5.95, -2.61, -3.56)  0.3255
H (-4.88, -1.97, -4.81)  0.3270
H (-6.33, -1.07, -4.35)  0.3536
H (-3.60, -2.61, -2.81)  0.1818
H (-3.49, 0.63, -1.06)  0.5164
H (-1.81, 1.14, 0.62)  0.3575
H (0.80, 0.24, 3.09)  0.4163
H (-0.81, 0.82, 2.60)  0.4683
H (1.43, 2.29, 2.33)  0.3596
H (0.14, 3.35, 0.62)  0.3485
H (2.19, 2.32, -0.01)  0.5930
H (1.08, 1.01, -0.43)  0.3174
H (2.32, -0.47, 0.83)  0.3229
H (3.30, 0.98, 2.60)  0.1066
H (4.04, 2.85, 1.19)  0.3307
H (5.46, 2.03, 1.83)  0.4666
H (4.96, 1.75, 0.16)  0.3531
H (4.03, -1.35, 2.14)  0.4025
H (5.42, -0.32, 2.52)  0.4317
H (5.09, -0.77, 0.84)  0.3497
H (-0.11, -2.75, 0.11)  0.4160
H (-1.80, -3.25, -1.61)  0.2743

**Kohn-Sham gap**: 8.648 eV
**HOMO level**: -7.90 eV
**LUMO**: 0.75 eV
**SMILES**: CC(=O)Nc1ccc(OC[C@H](O)CNC(C)C)cc1

Most stable pick: version one. Distance to second place: 4.2 kcal/mol.

Version one
C17H24N2O5 | ωB97M-V/def2-TZVPD

Each line ends with the Mulliken charge.
Geometry (Å):
C (-5.42, -3.12, -1.21)  -0.8071
O (-5.26, -1.75, -0.79)  -0.4305
C (-4.02, -1.19, -0.88)  0.8720
C (-3.86, 0.12, -0.36)  -0.8437
C (-2.61, 0.64, -0.22)  -0.1107
C (-1.44, -0.12, -0.53)  0.1562
C (-0.11, 0.37, -0.24)  0.0788
C (1.00, -0.43, -0.12)  0.3930
C (2.34, 0.17, -0.19)  -0.0056
O (2.56, 1.37, -0.17)  -0.6511
O (3.40, -0.68, -0.28)  -0.3610
C (3.13, -2.08, -0.59)  1.5199
C (2.74, -2.24, -2.05)  -1.3465
C (4.41, -2.83, -0.24)  -1.7301
O (2.11, -2.56, 0.30)  -0.3831
C (0.96, -1.81, 0.43)  0.3961
O (0.02, -2.29, 1.04)  -0.5933
C (-1.64, -1.36, -1.19)  -0.4125
C (-2.90, -1.89, -1.38)  -0.6284
H (-6.45, -3.37, -0.97)  0.2382
H (-5.25, -3.21, -2.30)  0.3220
H (-4.72, -3.78, -0.67)  0.3516
H (-4.75, 0.66, -0.05)  0.4326
H (-2.48, 1.66, 0.16)  0.3090
H (0.08, 1.42, -0.20)  0.5502
H (1.86, -1.64, -2.29)  0.2529
H (3.58, -1.93, -2.68)  0.3720
H (2.54, -3.30, -2.25)  0.3653
H (4.68, -2.65, 0.80)  0.3986
H (4.28, -3.90, -0.38)  0.3997
H (5.23, -2.50, -0.88)  0.3958
H (-0.77, -1.91, -1.55)  0.2414
H (-2.99, -2.87, -1.86)  0.3790
C (1.76, 3.33, 3.20)  -0.9842
N (1.62, 3.21, 1.77)  -0.6774
N (0.50, 2.98, 1.09)  0.6520
C (0.48, 3.60, -0.25)  -1.1727
C (-0.76, 2.89, 1.81)  -1.0477
H (2.62, 2.73, 3.52)  0.2819
H (2.00, 4.38, 3.43)  0.2588
H (0.90, 3.02, 3.80)  0.3977
H (2.45, 3.05, 1.21)  0.2084
H (-0.55, 3.62, -0.62)  0.3548
H (0.89, 4.62, -0.20)  0.3637
H (1.10, 3.02, -0.94)  0.2617
H (-1.53, 3.49, 1.30)  0.2602
H (-1.09, 1.84, 1.82)  0.3088
H (-0.63, 3.22, 2.84)  0.4130

**Kohn-Sham gap**: 5.355 eV
**HOMO level**: -5.97 eV
**LUMO**: -0.61 eV
**SMILES**: COc1ccc(C=C2C(=O)OC(C)(C)OC2=O)cc1.CNN(C)C

Version two
C17H24N2O5 | ωB97M-V/def2-TZVPD

Each line ends with the Mulliken charge.
Geometry (Å):
C (2.96, 0.61, 2.55)  -0.8073
N (1.49, 0.56, 2.57)  -0.1432
C (0.71, -0.51, 2.39)  -0.0633
O (-0.50, -0.40, 2.54)  -0.6909
C (1.30, -1.88, 2.00)  0.3936
C (0.62, -2.46, 0.74)  -1.2403
C (0.63, -1.55, -0.50)  1.3376
C (2.04, -1.27, -1.01)  -1.4173
C (-0.17, -2.21, -1.63)  -1.8107
N (1.12, -2.82, 3.10)  -0.0572
C (1.91, -3.82, 3.48)  0.6874
C (3.23, -4.05, 2.76)  -0.9439
O (1.60, -4.54, 4.41)  -0.6815
H (3.33, 0.42, 1.55)  0.2022
H (3.29, 1.60, 2.86)  0.3498
H (3.37, -0.12, 3.25)  0.2886
H (0.99, 1.40, 2.82)  0.3452
H (2.37, -1.76, 1.79)  0.4525
H (1.10, -3.41, 0.48)  0.3514
H (-0.42, -2.68, 0.99)  0.2260
H (0.15, -0.60, -0.26)  -0.0065
H (1.99, -0.68, -1.93)  0.4789
H (2.61, -0.71, -0.28)  0.1503
H (2.55, -2.21, -1.22)  0.2988
H (-0.21, -1.54, -2.49)  0.3988
H (0.30, -3.14, -1.92)  0.4526
H (-1.19, -2.41, -1.30)  0.3931
H (0.26, -2.73, 3.63)  0.2367
H (3.71, -4.93, 3.19)  0.3180
H (3.88, -3.19, 2.91)  0.2464
H (3.05, -4.21, 1.70)  0.2799
O (-3.28, 2.69, 0.47)  -0.5507
C (-2.86, 1.69, -0.11)  0.2922
O (-2.72, 0.47, 0.49)  -0.4520
C (-2.46, 1.80, -1.55)  0.6651
O (-1.89, 0.84, -2.07)  -0.5376
C (-2.70, 3.01, -2.38)  0.5401
C (-3.90, 3.75, -2.26)  -0.3300
C (-4.11, 4.89, -3.03)  -0.6128
C (-3.14, 5.31, -3.94)  -0.3510
C (-1.95, 4.58, -4.08)  -0.5524
C (-1.74, 3.43, -3.31)  -0.2953
H (-2.31, -0.14, -0.15)  0.3149
H (-4.67, 3.45, -1.55)  0.3544
H (-5.03, 5.46, -2.92)  0.3769
H (-3.30, 6.21, -4.54)  0.3723
H (-1.20, 4.91, -4.79)  0.3662
H (-0.82, 2.87, -3.44)  0.3742

**Kohn-Sham gap**: 8.659 eV
**HOMO level**: -9.49 eV
**LUMO**: -0.83 eV
**SMILES**: CNC(=O)[C@H](CC(C)C)NC(C)=O.O=C(O)C(=O)c1ccccc1

Most stable pick: version two. Distance to second place: 93.0 kcal/mol.

Version one
CH2I2S | ωB97M-V/def2-TZVPD

Each line ends with the Mulliken charge.
Geometry (Å):
C (-0.09, -0.32, -0.45)  -0.4658
S (0.94, 0.79, 0.39)  -0.0447
I (-3.53, -0.13, -0.01)  -0.4994
I (-0.32, -2.21, 0.05)  0.3889
H (-0.26, -0.12, -1.46)  0.4231
H (0.86, 0.47, 1.74)  0.1978

**Kohn-Sham gap (spin up / spin down)**: 5.006 / 5.004 eV
**HOMO level (spin up / spin down)**: -7.88 / -7.88 eV
**LUMO (spin up / spin down)**: -2.88 / -2.88 eV

Version two
CH2I2S | ωB97M-V/def2-TZVPD

Each line ends with the Mulliken charge.
Geometry (Å):
I (2.52, 0.25, -0.36)  0.0604
C (0.48, 0.05, 0.32)  -0.8374
S (-0.99, 0.67, -0.97)  -0.1236
I (-2.71, -0.79, -0.31)  0.0765
H (0.43, 0.87, 1.02)  0.4074
H (0.26, -1.04, 0.30)  0.4167

**Kohn-Sham gap**: 8.245 eV
**HOMO level**: -8.89 eV
**LUMO**: -0.65 eV
**SMILES**: ICSI

Most stable pick: version two. Distance to second place: 43.0 kcal/mol.

Version one
C10H15PS | ωB97M-V/def2-TZVPD

Each line ends with the Mulliken charge.
Geometry (Å):
C (0.24, -0.30, 4.18)  -0.4936
C (0.66, -1.24, 3.31)  -0.4522
C (-0.61, 0.70, 3.74)  -0.3659
C (0.22, -1.23, 1.96)  -0.3315
C (-1.16, 0.71, 2.46)  -0.6890
C (-0.65, -0.28, 1.58)  0.8426
C (1.19, 2.46, -2.02)  -0.6127
C (-0.71, -1.26, -3.58)  -0.7803
C (0.77, 2.42, -0.58)  -0.9039
C (-0.65, -2.21, -2.36)  -0.6876
P (-1.02, 0.00, -0.18)  -0.0687
S (0.31, -1.42, -1.02)  -0.1758
H (0.79, -0.33, 5.15)  0.2986
H (1.26, -2.06, 3.61)  0.4008
H (-0.86, 1.44, 4.51)  0.3145
H (0.81, -1.85, 1.24)  0.2015
H (-1.95, 1.32, 1.98)  0.3696
H (1.00, 1.49, -2.51)  0.0614
H (0.60, 3.15, -2.59)  0.3142
H (2.25, 2.51, -2.21)  0.3265
H (0.14, -1.33, -4.23)  0.2577
H (-1.53, -1.64, -4.24)  0.3231
H (-0.81, -0.38, -3.08)  0.1685
H (0.14, 3.15, -0.41)  0.4430
H (1.46, 1.86, 0.02)  0.4169
H (-0.23, -3.16, -2.53)  0.4216
H (-1.64, -2.53, -2.20)  0.4005

**Kohn-Sham gap (spin up / spin down)**: 7.131 / 7.703 eV
**HOMO level (spin up / spin down)**: -7.79 / -7.20 eV
**LUMO (spin up / spin down)**: -0.65 / 0.50 eV

Version two
C10H15PS | ωB97M-V/def2-TZVPD

Each line ends with the Mulliken charge.
Geometry (Å):
C (-0.48, -1.35, -0.36)  0.7264
C (-1.06, -0.53, 0.64)  1.3972
C (1.26, 2.33, 0.48)  -1.0277
C (0.44, 0.81, -1.43)  -1.3573
C (2.46, 1.39, 0.65)  -0.9003
C (0.55, -0.70, -1.15)  -0.7835
C (-0.57, 0.75, 0.83)  -1.1438
C (0.05, 1.60, -0.21)  0.3199
C (-0.42, -2.79, -0.39)  -1.3970
C (-1.93, -1.18, 1.66)  -1.6533
P (2.01, -0.44, 0.62)  0.2112
S (3.63, -1.14, -0.18)  -0.4177
H (0.83, 2.62, 1.40)  0.5034
H (1.69, 3.14, -0.20)  0.3200
H (1.39, 1.09, -1.76)  0.4882
H (-0.27, 1.02, -2.20)  0.3451
H (3.36, 1.51, -0.02)  0.4661
H (2.80, 1.60, 1.66)  0.4606
H (1.04, -1.24, -2.01)  0.5210
H (-0.92, 1.21, 1.73)  0.3496
H (-0.56, 2.49, -0.30)  0.4469
H (0.43, -3.03, -1.01)  0.3770
H (-1.43, -3.10, -0.94)  0.3113
H (-0.61, -3.18, 0.58)  0.3361
H (-2.77, -1.62, 1.32)  0.3842
H (-2.14, -0.41, 2.41)  0.3625
H (-1.20, -1.92, 2.03)  0.3539

**Kohn-Sham gap**: 6.306 eV
**HOMO level**: -7.35 eV
**LUMO**: -1.05 eV

Most stable pick: version two. Distance to second place: 20.1 kcal/mol.